# C20H24Cl3N5O3Re

A molecular structure, C20H24Cl3N5O3Re (the ωB97M-V functional and the def2-TZVPD basis, the OMol25 dataset).

Each line ends with the natural charge from an NBO analysis.
Positions of all 56 atoms, in Å:
1 Re 0.81482 1.25173 -0.27187  1.6094
2 Cl -1.15435 5.45550 5.19763  0.1288
3 C -0.34649 4.36643 4.18616  -0.0104
4 C -0.97205 3.95777 2.98614  -0.2257
5 C -0.32026 3.07282 2.19082  -0.1169
6 Cl -0.99333 2.51358 0.70125  0.2287
7 C 0.96644 2.52469 2.51282  0.3494
8 O 1.53353 1.67312 1.77213  -0.6318
9 C 1.56280 2.97830 3.74765  -0.0754
10 Cl 3.09012 2.36538 4.15896  0.1139
11 C 0.91515 3.88235 4.54956  -0.2239
12 H -1.94855 4.34109 2.72098  0.2630
13 H 1.38467 4.21913 5.46352  0.2695
14 N 5.98594 -0.81729 -3.82931  -0.7203
15 C 4.68878 -0.79107 -3.56264  0.6814
16 N 3.81803 -1.31025 -4.42847  -0.7480
17 N 4.31851 -0.24859 -2.41116  -0.5858
18 C 3.24696 0.03167 -1.82976  0.7212
19 N 2.32389 0.31349 -1.16454  -0.6220
20 H 6.35007 -1.19403 -4.68799  0.4257
21 H 6.63608 -0.40689 -3.18071  0.4424
22 H 4.12448 -1.71085 -5.29933  0.4281
23 H 2.83116 -1.28342 -4.24660  0.4237
24 O 0.53207 2.29354 -1.91275  -0.2591
25 O 1.37523 2.92832 -1.08315  -0.2497
26 C -3.53643 0.94693 -3.16648  -0.6399
27 C -3.09611 0.01976 -2.07132  0.0158
28 C -3.96463 -0.97667 -1.60592  -0.1069
29 C -3.61318 -1.80214 -0.53878  0.0216
30 C -4.52583 -2.89605 -0.06577  -0.6414
31 C -2.39765 -1.60128 0.08912  -0.2066
32 C -1.44220 -0.66547 -0.38522  0.1806
33 C -1.85077 0.12964 -1.49698  -0.2321
34 N -0.18515 -0.48746 0.15274  -0.4212
35 C 0.33002 -1.51147 1.13316  0.1075
36 C 1.84293 -1.36992 1.35220  -0.6353
37 C -0.34506 -1.21316 2.49046  -0.6124
38 C 0.12037 -2.97409 0.65921  -0.6296
39 H -3.94834 0.39869 -4.01323  0.2435
40 H -2.71970 1.57589 -3.51664  0.2234
41 H -4.32769 1.59656 -2.78746  0.2447
42 H -4.92552 -1.10592 -2.09050  0.2354
43 H -5.53701 -2.76811 -0.44511  0.2388
44 H -4.55840 -2.94262 1.02254  0.2350
45 H -4.15721 -3.86136 -0.41893  0.2427
46 H -2.21585 -2.17039 0.98344  0.2292
47 H -1.15559 0.80740 -1.96982  0.2135
48 H 2.13989 -0.38913 1.70974  0.2364
49 H 2.39779 -1.60234 0.44617  0.2154
50 H 2.12889 -2.08850 2.11857  0.2489
51 H -0.13274 -0.18390 2.78513  0.2149
52 H 0.07677 -1.87485 3.24595  0.2472
53 H -1.42379 -1.34901 2.47666  0.2188
54 H -0.25297 -3.02273 -0.36085  0.2272
55 H -0.56059 -3.52329 1.30677  0.2323
56 H 1.07204 -3.50153 0.68176  0.2363

LUMO level (alpha / beta) = -9.16 / -9.09 eV
E_HOMO (alpha / beta) = -13.1663 / -13.0810 eV
molecular weight = 675.01 u
total charge = +2
maximum force = 4.67 eV Å⁻¹
ΔE to the lowest compared entry with this formula, charge and spin = 2.770 eV
spin multiplicity = 2

# C2H5N2O2

A gas-phase ion, C2H5N2O2 (charge -1) (the ωB97M-V functional and the def2-TZVPD basis, the OMol25 dataset).

Each line ends with the natural charge from an NBO analysis.
Positions of all 11 atoms, in Å:
1 C -0.17887 0.42223 -1.51115  -0.7881
2 C -0.55595 0.43674 -0.23382  0.5167
3 N 0.70189 0.55241 0.69915  -0.5567
4 N 0.37025 0.13851 2.01192  -0.1970
5 O 0.06827 -1.27547 2.00598  -0.6717
6 O -1.66648 0.36658 0.40579  -0.8231
7 H -0.84826 0.38501 -2.35106  0.1735
8 H 0.70586 0.52246 -2.04905  0.1855
9 H 1.48170 0.02337 0.24971  0.3482
10 H -0.55460 0.51043 2.01588  0.3535
11 H -0.82884 -1.46344 1.47520  0.4592

LUMO level = 4.50 eV
E_HOMO = -2.9571 eV
molecular weight = 89.07 u
total charge = -1
maximum force = 3.21 eV Å⁻¹
ΔE to the lowest compared entry with this formula, charge and spin = 4.242 eV
spin multiplicity = 1
SMILES = C=C([O-])NNO

# C46H113N13O10

10 unconnected molecules or ions with the total composition C46H113N13O10 (the ωB97M-V functional and the def2-TZVPD basis, the OMol25 dataset).

Each line ends with the Mulliken spin population.
Positions of all 182 atoms, in Å:
1 C 7.23110 -30.24540 -7.93870  0.2406
2 C 6.16453 -31.12141 -8.79683  -1.8695
3 C 7.13258 -32.15825 -9.54098  0.5613
4 C 6.41221 -33.33996 -10.16578  -0.1131
5 C 5.62802 -34.09453 -9.13062  -0.0747
6 C 4.69762 -33.17356 -8.25882  0.0204
7 N 5.38056 -31.95863 -7.83323  0.0944
8 O 4.61541 -31.06704 -7.00800  0.0848
9 C 3.45227 -32.83793 -9.11493  -0.1124
10 C 4.38465 -33.96287 -6.88660  -0.0009
11 C 5.41143 -30.16077 -9.78256  0.9118
12 H 6.71511 -29.47690 -7.36313  0.0395
13 H 7.90927 -29.79911 -8.66603  -0.0143
14 H 7.84660 -30.91184 -7.33444  0.0666
15 H 7.62567 -31.60305 -10.33893  0.0706
16 H 7.82342 -32.62686 -8.84009  0.0566
17 H 7.13655 -34.04110 -10.58029  0.0801
18 H 5.73450 -33.04582 -10.96722  -0.0039
19 H 6.21368 -34.85258 -8.61056  0.0081
20 H 4.96861 -34.73878 -9.71220  0.0049
21 H 2.71497 -33.63281 -9.00242  0.0053
22 H 2.92480 -31.98110 -8.69576  0.0544
23 H 3.77746 -32.59921 -10.12753  0.1002
24 H 4.06177 -35.00371 -6.90898  0.0030
25 H 5.21291 -34.04154 -6.18242  0.0039
26 H 3.67471 -33.37619 -6.30359  -0.0071
27 H 6.15117 -29.37006 -9.90760  0.2575
28 H 4.48044 -29.70748 -9.44211  -0.0416
29 H 5.24453 -30.64240 -10.74604  -0.4243
30 H 4.72873 -31.40871 -6.11805  -0.0076
31 C 1.05692 -30.87761 -6.69096  0.0311
32 C -0.03711 -31.71336 -6.04424  -0.0260
33 C 0.00267 -31.22022 -4.57511  0.0011
34 C -1.27498 -31.57330 -3.84210  0.0001
35 C -2.46115 -31.06860 -4.58788  0.0003
36 C -2.66634 -31.62380 -6.04306  -0.0038
37 N -1.34473 -31.55946 -6.75907  0.0118
38 O -1.31152 -31.74398 -8.12219  -0.0114
39 C -3.23973 -33.04484 -6.01387  0.0000
40 C -3.72770 -30.87796 -6.90480  -0.0001
41 C 0.28888 -33.21517 -6.07392  0.0075
42 H 1.97725 -30.92207 -6.10864  -0.0008
43 H 0.90518 -29.80850 -6.83956  0.0085
44 H 1.32710 -31.33225 -7.64406  0.0099
45 H 0.85751 -31.65455 -4.05673  -0.0004
46 H 0.06812 -30.13219 -4.57031  -0.0007
47 H -1.29738 -31.17507 -2.82770  0.0000
48 H -1.30618 -32.65867 -3.74681  0.0001
49 H -2.51798 -29.98042 -4.56095  0.0000
50 H -3.35305 -31.36843 -4.03769  0.0001
51 H -2.51307 -33.70689 -5.54295  0.0002
52 H -4.15393 -33.06715 -5.42072  -0.0001
53 H -3.41231 -33.38535 -7.03484  0.0005
54 H -4.57711 -30.61165 -6.27578  -0.0001
55 H -3.30545 -29.92633 -7.22765  0.0000
56 H -4.00613 -31.31513 -7.86368  0.0007
57 H 1.25221 -33.35808 -5.58436  0.0005
58 H 0.62893 -33.42344 -7.08836  0.0031
59 H -0.46137 -33.93184 -5.73985  -0.0016
60 H -1.59002 -32.65227 -8.26019  0.0053
61 C 3.98692 -31.31494 -3.33368  0.0003
62 C 5.30734 -31.70369 -2.55092  0.0002
63 C 5.14858 -33.13932 -1.84348  -0.0002
64 C 6.46986 -33.72981 -1.44029  0.0003
65 C 7.32358 -33.77469 -2.67514  0.0013
66 C 7.57554 -32.46884 -3.48082  -0.0199
67 N 6.30910 -31.76108 -3.66060  0.0007
68 O 6.45569 -30.53269 -4.30632  0.0023
69 C 8.62963 -31.64476 -2.71337  0.0035
70 C 8.08025 -32.89023 -4.87505  0.0272
71 C 5.54166 -30.60969 -1.45501  -0.0004
72 H 3.18137 -31.53239 -2.63232  0.0001
73 H 3.75693 -31.99587 -4.15317  -0.0013
74 H 3.90330 -30.30195 -3.72733  0.0004
75 H 4.51281 -32.92697 -0.98393  -0.0001
76 H 4.56134 -33.75987 -2.52035  0.0004
77 H 6.25675 -34.69667 -0.98436  0.0000
78 H 6.92898 -33.21335 -0.59733  0.0000
79 H 6.98945 -34.50923 -3.40789  -0.0002
80 H 8.23576 -34.31369 -2.41921  -0.0003
81 H 8.33987 -31.67499 -1.66302  0.0002
82 H 9.62030 -32.06996 -2.87421  0.0006
83 H 8.78283 -30.60310 -2.99547  0.0004
84 H 8.94282 -33.55292 -4.94526  0.0048
85 H 7.30283 -33.48156 -5.35883  0.0003
86 H 8.42164 -32.08166 -5.52140  -0.0048
87 H 6.57265 -30.26551 -1.53677  0.0002
88 H 5.42309 -30.98158 -0.43729  -0.0001
89 H 4.94891 -29.73643 -1.72734  0.0000
90 H 6.83397 -29.98053 -3.61812  -0.0006
91 C 6.40045 -39.24142 -10.74438  0.0024
92 C 5.14562 -38.72155 -10.08299  0.0064
93 C 4.39245 -37.66076 -11.07399  -0.0134
94 O 5.28017 -36.87937 -11.81305  -0.0869
95 C 4.71585 -35.91758 -12.64061  0.2321
96 N 4.34556 -39.85694 -9.71151  -0.0002
97 H 6.98444 -38.38516 -11.08186  -0.0011
98 H 6.20188 -39.85737 -11.62147  0.0015
99 H 7.00590 -39.78783 -10.02121  -0.0023
100 H 5.46659 -38.24380 -9.15734  0.0006
101 H 3.60059 -37.26201 -10.43990  0.0015
102 H 3.85721 -38.28634 -11.78831  -0.0039
103 H 4.30593 -36.45540 -13.49549  0.0157
104 H 5.46686 -35.20665 -12.98507  -0.0700
105 H 3.99456 -35.21250 -12.22744  -0.0390
106 H 3.34294 -39.78879 -9.61042  0.0000
107 H 4.78958 -40.56101 -9.13948  -0.0003
108 C 10.09428 -33.27233 -11.50633  0.0873
109 C 11.26119 -33.34087 -12.52650  0.2541
110 C 12.52914 -34.17158 -12.09308  0.0099
111 O 13.18664 -33.52515 -11.05765  -0.0448
112 C 13.88026 -32.35073 -11.45993  0.1174
113 N 10.61065 -34.07963 -13.61703  -0.0058
114 H 9.79286 -34.26096 -11.16013  -0.0039
115 H 9.32397 -32.55608 -11.79216  -0.0893
116 H 10.49563 -32.78331 -10.61870  -0.0605
117 H 11.58518 -32.42041 -13.01219  0.0733
118 H 13.02354 -34.48203 -13.01357  -0.0043
119 H 12.14615 -35.12451 -11.72792  -0.0054
120 H 14.31726 -31.78859 -10.63462  -0.0370
121 H 13.26556 -31.52827 -11.82570  -0.0196
122 H 14.48461 -32.52158 -12.35080  -0.0044
123 H 9.98395 -34.80340 -13.29530  -0.0094
124 H 9.97308 -33.44044 -14.06983  -0.1231
125 C 10.83944 -24.90310 -12.97329  -0.0047
126 C 9.49175 -25.58047 -12.66634  0.1135
127 C 9.72618 -26.94053 -12.02078  0.0216
128 O 8.52702 -27.51349 -11.48205  -1.2569
129 C 7.76515 -28.30639 -12.36900  2.2653
130 N 8.69367 -24.66100 -11.83443  -0.0553
131 H 10.77300 -24.01847 -13.60663  -0.0216
132 H 11.45705 -25.60876 -13.52892  -0.0293
133 H 11.37391 -24.86731 -12.02400  -0.0126
134 H 8.80122 -25.73787 -13.49489  0.1329
135 H 10.35250 -26.90827 -11.12927  0.2765
136 H 10.16928 -27.61676 -12.75185  -0.4444
137 H 7.81923 -27.79688 -13.33108  -0.4438
138 H 6.72883 -28.33581 -12.03247  0.0578
139 H 8.18701 -29.31018 -12.41931  0.0887
140 H 8.31678 -23.95553 -12.45118  -0.0581
141 H 7.94939 -25.12410 -11.33274  0.0610
142 C 0.38796 -36.48988 -9.17192  -0.0015
143 C 0.47689 -37.57155 -8.19328  0.0070
144 C 1.73064 -38.38384 -8.11163  -0.0018
145 O 1.62871 -39.32084 -6.95778  -0.0003
146 C 2.85443 -39.98875 -6.81994  0.0001
147 N 0.01609 -37.09760 -6.94176  -0.0010
148 H 0.58210 -36.73449 -10.21622  0.0005
149 H 1.06131 -35.70216 -8.83396  0.0031
150 H -0.62048 -36.07942 -9.22364  -0.0042
151 H -0.22129 -38.37246 -8.43657  0.0007
152 H 2.45801 -37.60869 -7.87043  0.0017
153 H 1.91389 -38.89226 -9.05822  -0.0003
154 H 2.80942 -40.65324 -5.95707  0.0001
155 H 3.74296 -39.36212 -6.74283  0.0000
156 H 3.05166 -40.68894 -7.63169  0.0001
157 H 0.25627 -37.79277 -6.24955  0.0001
158 H 0.57264 -36.28957 -6.70209  0.0006
159 C 8.22686 -26.00645 -8.14642  0.1525
160 O 7.93868 -25.77881 -6.97060  -0.0195
161 N 8.54835 -25.17040 -9.04876  -0.0738
162 N 8.54056 -27.14599 -8.62879  -0.1554
163 H 8.65808 -24.17149 -8.94759  0.0107
164 H 8.81171 -25.55215 -9.94598  -0.0834
165 H 8.55324 -27.21481 -9.63636  0.0272
166 H 8.58501 -27.96422 -8.03835  0.0064
167 C 2.07439 -33.11946 -13.11546  0.6158
168 O 1.58694 -33.96894 -13.87040  -0.1433
169 N 3.23324 -32.55873 -13.28112  0.1731
170 N 1.48313 -32.78290 -12.03760  -0.1085
171 H 3.79652 -32.79399 -14.08578  -0.1318
172 H 3.60143 -31.89145 -12.61834  -0.1454
173 H 0.56298 -33.19272 -11.96377  0.0074
174 H 1.59367 -31.83157 -11.71689  -0.0514
175 C 7.48923 -27.26135 -3.98492  0.0074
176 O 7.26635 -27.97277 -3.06244  -0.0005
177 N 7.07127 -27.65906 -5.13566  -0.0066
178 N 8.12271 -26.15647 -4.06298  -0.0030
179 H 6.63170 -28.56552 -5.20778  0.0079
180 H 7.26236 -27.07526 -5.93739  -0.0058
181 H 8.53521 -25.65256 -3.29095  0.0001
182 H 8.17354 -25.68156 -4.95292  0.0011

LUMO level (alpha / beta) = 1.96 / 1.95 eV
E_HOMO (alpha / beta) = 0.0761 / -6.0201 eV
molecular weight = 1008.49 u
total charge = -1
maximum force = 6.89 eV Å⁻¹
spin multiplicity = 2

# C5H9N

A single C5H9N molecule (the ωB97M-V functional and the def2-TZVPD basis, the OMol25 dataset).

Each line ends with the natural charge from an NBO analysis.
Positions of all 15 atoms, in Å:
1 C -0.93281 -1.02138 1.14629  -0.4322
2 C 0.48825 -1.51751 1.13693  -0.4202
3 C 0.16131 -0.15308 0.61046  -0.0706
4 N 0.20604 0.03191 -0.81685  -0.4011
5 C 0.89151 1.21853 -1.29392  -0.2534
6 C -0.58880 1.13040 -1.33704  -0.2612
7 H -1.61796 -1.43956 0.41533  0.2221
8 H -1.38334 -0.75045 2.09678  0.2144
9 H 1.01689 -1.60076 2.08252  0.2127
10 H 0.74722 -2.26279 0.39075  0.2258
11 H 0.45752 0.70777 1.21778  0.1835
12 H 1.32462 1.88896 -0.54982  0.1872
13 H 1.48279 1.10268 -2.19936  0.2017
14 H -1.10160 0.93185 -2.27537  0.2008
15 H -1.15162 1.73341 -0.62446  0.1905

LUMO level = 1.33 eV
E_HOMO = -9.1173 eV
molecular weight = 83.13 u
maximum force = 0.28 eV Å⁻¹
ΔE to the lowest compared entry with this formula, charge and spin = 2.157 eV
spin multiplicity = 1
SMILES = C1CC1N1CC1